The following is a quantum chemistry calculation of a cluster of 11 separate species, C41H114N10O11 in total in a non-equilibrium geometry, from the Open Molecules 2025 dataset.

XYZ file:
```
176
Properties=species:S:1:pos:R:3
C 31.8399 18.3084 17.1219
O 30.9513 18.1280 18.1889
C 31.3516 17.2000 19.1985
C 30.4303 17.3940 20.3885
C 30.6721 16.4749 21.5844
N 29.0825 17.1952 19.9269
H 31.4296 19.0054 16.3912
H 31.9968 17.3775 16.5769
H 32.7078 18.8004 17.5609
H 31.4172 16.2049 18.7586
H 32.3642 17.4495 19.5156
H 30.5363 18.4226 20.7333
H 30.4960 15.4313 21.3236
H 29.9808 16.6642 22.4057
H 31.6387 16.5747 22.0782
H 29.0961 17.7275 19.0686
H 29.0895 16.2159 19.6797
C 29.9925 20.6006 27.3848
O 30.7152 20.5409 26.1221
C 31.9536 21.2121 26.1805
C 32.3981 21.4117 24.7645
C 33.7439 22.1764 24.7884
N 31.4514 22.2322 24.0006
H 30.6041 20.1438 28.1628
H 29.0293 20.0908 27.3640
H 29.6848 21.5966 27.7034
H 31.8190 22.1476 26.7237
H 32.6994 20.6561 26.7486
H 32.4259 20.4416 24.2683
H 34.4289 21.6556 25.4575
H 33.5952 23.1885 25.1646
H 34.1663 22.1755 23.7835
H 31.7670 22.3008 23.0436
H 30.5345 21.8164 24.0819
C 30.2769 22.2424 15.0335
O 29.3269 23.0853 14.3890
C 29.5423 23.2205 13.0045
C 28.4332 24.1892 12.5180
C 27.0174 23.6704 12.7227
N 28.6224 24.3916 11.1035
H 30.0703 22.1287 16.0977
H 31.2541 22.7233 14.9895
H 30.2647 21.2620 14.5572
H 30.4700 23.7884 12.9338
H 29.6300 22.3090 12.4133
H 28.6341 25.1809 12.9232
H 26.9531 23.3224 13.7537
H 26.9257 22.8550 12.0052
H 26.2332 24.3910 12.4902
H 28.0635 25.1812 10.8133
H 29.5192 24.8163 10.9152
C 21.4297 15.0393 16.8926
O 22.7314 15.1502 16.4838
C 23.4012 16.1356 17.2342
C 24.8715 16.2230 16.7206
C 25.6167 17.3180 17.4465
N 25.0705 16.6507 15.3273
H 20.7049 14.3962 16.3934
H 20.9764 16.0257 16.9908
H 21.3637 14.5837 17.8806
H 22.9204 17.0763 16.9660
H 23.3598 16.0128 18.3165
H 25.4227 15.2943 16.8681
H 25.0498 18.2484 17.4792
H 26.5823 17.4669 16.9632
H 25.7587 17.0044 18.4807
H 24.7528 15.8720 14.7680
H 26.0718 16.6857 15.1990
C 24.7559 20.9424 27.1081
O 25.6408 21.7779 26.3952
C 26.5933 21.0489 25.7245
C 27.6216 21.9650 25.0381
C 26.9932 22.8519 23.9558
N 28.7087 21.2515 24.3995
H 23.8706 21.4364 27.5084
H 25.0999 20.5247 28.0543
H 24.3916 20.1200 26.4925
H 27.1501 20.2933 26.2788
H 26.0136 20.5507 24.9474
H 28.0602 22.6616 25.7525
H 26.6503 22.2277 23.1306
H 27.7131 23.5267 23.4925
H 26.1593 23.4409 24.3374
H 29.2865 20.8543 25.1264
H 28.4270 20.4727 23.8214
C 27.8912 20.8413 17.0220
O 28.0254 21.6646 18.1464
C 28.7533 20.9659 19.1340
C 28.7388 21.8256 20.3996
C 29.5002 23.1369 20.2496
N 29.3820 21.1362 21.5277
H 27.2115 20.0031 17.1749
H 28.7711 20.3766 16.5772
H 27.4053 21.4066 16.2268
H 28.4069 19.9518 19.3334
H 29.7878 20.7505 18.8663
H 27.6902 22.0227 20.6224
H 29.4962 23.6120 21.2306
H 28.9065 23.7258 19.5504
H 30.4779 22.9099 19.8246
H 29.1793 21.4405 22.4692
H 28.9324 20.2325 21.5633
C 24.0929 15.6857 22.1528
O 24.6083 16.9550 22.0395
C 26.0580 17.0572 22.0057
C 26.3728 18.5217 22.0484
C 25.8082 19.2519 20.8241
N 27.8144 18.7311 22.0353
H 24.4281 15.2323 23.0856
H 24.1570 15.0385 21.2781
H 23.0093 15.7449 22.2549
H 26.3300 16.6669 22.9864
H 26.5193 16.5247 21.1740
H 25.9138 19.0027 22.9121
H 24.7418 19.0502 20.7231
H 26.2688 19.0277 19.8620
H 25.8684 20.3393 20.8699
H 28.1309 18.1578 21.2663
H 28.1374 18.2485 22.8617
C 26.5070 25.6245 21.1530
O 25.3376 26.4062 20.7452
C 25.2500 26.7187 19.3574
C 24.6704 28.1455 19.1628
C 23.2574 28.3565 19.6881
N 24.5500 28.4851 17.7360
H 26.2013 25.1450 22.0829
H 27.3781 26.2733 21.2446
H 26.6431 24.7837 20.4727
H 26.2607 26.7581 18.9512
H 24.6320 25.9714 18.8598
H 25.3986 28.7948 19.6488
H 23.0529 29.4032 19.4628
H 23.1345 28.1600 20.7532
H 22.6133 27.6413 19.1764
H 24.2392 29.4459 17.7549
H 25.4808 28.4756 17.3440
C 24.8969 23.3682 17.6909
O 23.6317 22.7970 17.8000
C 23.6938 21.4652 18.4074
C 22.2691 20.9510 18.4772
C 22.1779 19.5821 19.0457
N 21.6579 20.8351 17.1850
H 25.3821 23.5514 18.6496
H 24.7692 24.3968 17.3535
H 25.6329 22.8648 17.0641
H 24.3224 20.7700 17.8509
H 24.1523 21.5534 19.3924
H 21.5686 21.5299 19.0792
H 22.3342 19.4276 20.1133
H 22.7699 18.8602 18.4831
H 21.1557 19.2037 19.0440
H 21.7839 21.7462 16.7679
H 22.2339 20.2114 16.6379
C 27.9845 25.2652 16.2839
O 28.6788 26.5315 16.6333
C 30.0308 26.6815 16.0954
C 31.0361 25.6367 16.7088
C 31.2021 25.7644 18.2652
N 32.3256 25.8800 16.1926
H 26.9678 25.1911 16.6698
H 28.5550 24.4167 16.6616
H 27.9307 25.0208 15.2230
H 30.0644 26.5979 15.0091
H 30.3621 27.7150 16.1963
H 30.7234 24.6094 16.5220
H 30.2087 25.6532 18.6998
H 31.6041 26.7382 18.5445
H 31.7856 24.9356 18.6661
H 32.3096 25.9177 15.1834
H 32.5875 26.7993 16.5187
C 32.8529 20.0322 20.5849
O 32.2804 21.1989 21.1586
H 33.8838 20.2273 20.2894
H 32.9153 19.2097 21.2976
H 32.3723 19.6911 19.6680
H 31.3359 21.0358 21.2136
```

## Properties
Max |F|: 0.051 Eh/bohr
E_tot: -81781.2750 eV
SMILES: COC[C@H](C)N.COC[C@H](C)N.COC[C@H](C)N.COC[C@H](C)N.COC[C@H](C)N.COC[C@H](C)N.COC[C@H](C)N.COC[C@H](C)N.COC[C@H](C)N.COC[C@H](C)N.CO
ΔE to the lowest compared entry with this formula, charge and spin: 54.4 kcal/mol
Frontier orbital gap: 8.553 eV

The following is a quantum chemistry calculation of a cluster of 3 separate species, C17H17O10 in total in a non-equilibrium geometry, from the Open Molecules 2025 dataset.

XYZ file:
```
44
Properties=species:S:1:pos:R:3
O 2.6364 -0.7381 1.0499
C 1.9648 0.1598 0.4568
O 2.6220 0.9987 -0.4523
C 0.4052 0.4381 0.6358
C 0.0073 1.6452 1.5511
C -1.5102 1.9637 1.7099
C -2.5472 1.0909 0.9672
C -2.1868 -0.1431 0.0643
C -0.6687 -0.4582 -0.0854
C -3.3318 -0.9816 -0.6760
O -3.0317 -1.8435 -1.5502
C -4.8417 -0.6382 -0.2761
C -5.2324 0.4612 0.5295
C -4.1121 1.4432 1.0918
O -4.5006 2.5240 1.6174
H 0.8211 2.2643 2.0553
H -1.8321 2.8580 2.3504
H -0.3047 -1.3350 -0.7136
H -5.6660 -1.3236 -0.6848
H -6.3293 0.6568 0.7866
C 5.3747 6.7327 -2.8170
O 4.9896 6.1631 -1.5698
C 5.0695 4.8177 -1.5296
O 5.4279 4.1040 -2.4349
O 4.6829 4.4155 -0.3118
C 4.7156 2.9951 -0.1198
H 5.2714 7.8157 -2.7351
H 6.4186 6.5010 -3.0410
H 4.7207 6.3828 -3.6190
H 5.7338 2.6148 -0.2353
H 4.0359 2.4961 -0.8108
H 4.3836 2.7875 0.8972
C -1.0784 -6.6573 2.5308
O -1.0742 -6.5022 1.1139
C -1.9332 -5.5721 0.6590
O -2.6691 -4.8962 1.3365
O -1.8285 -5.5278 -0.6778
C -2.6910 -4.5735 -1.3017
H -0.3511 -7.4299 2.7836
H -0.7800 -5.7281 3.0212
H -2.0617 -6.9805 2.8803
H -2.4569 -3.5626 -0.9636
H -3.7385 -4.8147 -1.1045
H -2.5232 -4.6238 -2.3782
```

## Properties
Max |F|: 0.119 Eh/bohr
E_tot: -38375.6765 eV
Total charge: -1
Frontier orbital gap: 5.625 eV

The following is a quantum chemistry calculation of a structure of composition C5H6LiO4Sm in a non-equilibrium geometry, from the Open Molecules 2025 dataset.

XYZ file:
```
17
Properties=species:S:1:pos:R:3
C 0.5808 1.1123 -1.1220
C -0.9277 0.9842 -0.8604
C -1.2911 -0.3902 -0.3787
C -1.5446 -0.6304 0.9340
O -1.5902 -1.7940 1.5292
O 1.3178 0.6015 -0.0118
Sm 1.6803 0.9626 2.7345
Li 0.2025 -2.2447 1.5771
H 0.8762 2.1650 -1.2212
H 0.8713 0.5622 -2.0264
H -1.4410 1.2655 -1.7949
H -1.2064 1.7271 -0.0952
H -1.1474 -1.2383 -1.0577
H -1.6544 0.2598 1.5920
O 1.7826 -1.1270 1.2204
O 1.7893 -1.4407 -1.0136
C 1.7020 -0.7748 -0.0053
```

## Properties
<S²>: 8.76
Spin multiplicity: 6
Max |F|: 0.038 Eh/bohr
E_tot: -31579.0076 eV
Frontier orbital gap (spin up / spin down): 5.957 / 5.818 eV

Look up the E_tot of the second one. -38375.6765 eV

What is the E_tot in the second record? -38375.6765 eV

Number 3 is which compound? C5H6LiO4Sm